(1)
{"formula": "C51H43ClF6N5O7P2S3Ti", "method": "ωB97M-V with the def2-TZVPD basis set", "symbols": ["Ti", "C", "C", "N", "N", "C", "N", "S", "C", "C", "C", "C", "C", "N", "H", "H", "H", "H", "H", "H", "H", "H", "H", "C", "C", "C", "C", "C", "C", "C", "C", "P", "C", "C", "C", "C", "C", "C", "C", "C", "C", "C", "C", "C", "C", "O", "C", "C", "C", "C", "C", "C", "P", "C", "C", "C", "C", "C", "C", "C", "C", "C", "C", "C", "C", "H", "H", "H", "H", "H", "H", "H", "H", "H", "H", "H", "H", "H", "H", "H", "H", "H", "H", "H", "H", "H", "H", "H", "H", "H", "H", "H", "H", "H", "H", "H", "H", "Cl", "C", "C", "O", "O", "H", "H", "F", "C", "F", "F", "S", "O", "O", "N", "S", "O", "O", "C", "F", "F", "F"], "coordinates": [[-0.847289, 1.914186, 0.086918], [-4.570208, 0.059214, 1.478013], [-3.159626, 0.465480, 1.281957], [-2.632386, 0.768093, 0.174169], [-3.353402, 0.563785, -0.959427], [-2.513651, 0.352094, -1.921776], [-2.943130, 0.132199, -3.132335], [-0.767554, 0.435611, -1.703509], [-2.222960, 0.580141, 2.408236], [-2.437907, 0.182024, 3.699219], [-1.474734, 0.374150, 4.685535], [-0.293669, 0.974168, 4.352678], [-0.087871, 1.311824, 3.047610], [-1.011245, 1.116849, 2.120908], [-4.970342, -0.276517, 0.530459], [-4.643813, -0.750488, 2.193571], [-5.123018, 0.940999, 1.842300], [-3.919471, 0.183760, -3.377745], [-2.329773, 0.204283, -3.916466], [-3.403684, -0.243977, 3.981511], [-1.671374, -0.026017, 5.663837], [0.533450, 1.029995, 5.069697], [0.820368, 1.777705, 2.735822], [4.735308, -4.587774, 0.861604], [3.812475, -3.877818, -0.143384], [4.129951, -4.339191, -1.562282], [3.975483, -2.365122, -0.041551], [5.238728, -1.804746, -0.155880], [5.422097, -0.415668, -0.184381], [4.312992, 0.393716, -0.179721], [3.022093, -0.142775, -0.115888], [1.838405, 1.270413, -0.104760], [2.642253, 2.420197, 1.088963], [2.383343, 3.774571, 1.030733], [2.970627, 4.627430, 2.007086], [3.749330, 4.091488, 3.023119], [3.886058, 2.702138, 3.157373], [3.332382, 1.895388, 2.169315], [2.263951, 1.810880, -1.802606], [2.260050, 0.797405, -2.774755], [2.704136, 1.071603, -4.065328], [3.148572, 2.330314, -4.413487], [3.155682, 3.334808, -3.462025], [2.767026, 3.069136, -2.145724], [2.869509, -1.534687, -0.112425], [1.612672, -2.021877, -0.167593], [1.358832, -3.350937, 0.115454], [0.037759, -3.691128, 0.272435], [-0.273589, -5.015067, 0.564097], [0.698649, -5.974338, 0.622890], [2.031814, -5.609191, 0.387087], [2.384265, -4.293252, 0.162387], [-1.231701, -2.419280, 0.364911], [-2.078846, -3.011703, 1.833724], [-3.457778, -3.046438, 2.013686], [-3.997064, -3.474518, 3.216891], [-3.174268, -3.822834, 4.263048], [-1.820697, -3.802653, 4.114158], [-1.258284, -3.342409, 2.900506], [-2.068145, -3.008117, -1.166087], [-3.407061, -3.380695, -1.277520], [-3.872564, -3.914599, -2.477301], [-3.033209, -3.951513, -3.585490], [-1.714406, -3.523686, -3.475163], [-1.223028, -3.071038, -2.269881], [5.778143, -4.402317, 0.609626], [4.690627, -5.679308, 0.780054], [4.560227, -4.339068, 1.920403], [5.163136, -4.250008, -1.872575], [3.552436, -3.865324, -2.375628], [3.942685, -5.400661, -1.619775], [6.102503, -2.460132, -0.156518], [6.424981, 0.017716, -0.235183], [4.453908, 1.478346, -0.246145], [1.764035, 4.197805, 0.262777], [2.725379, 5.686659, 1.944744], [4.176303, 4.775661, 3.725294], [4.431322, 2.224837, 3.951855], [3.412435, 0.826115, 2.218078], [1.934662, -0.222103, -2.512413], [2.751396, 0.305914, -4.839399], [3.427684, 2.563550, -5.419699], [3.517208, 4.346311, -3.726493], [2.780764, 3.776655, -1.384851], [-1.269354, -5.254592, 0.792003], [0.444652, -7.004836, 0.812708], [2.774445, -6.353847, 0.412658], [-4.080793, -2.716616, 1.179360], [-5.064295, -3.585607, 3.331579], [-3.538466, -4.234917, 5.185544], [-1.139504, -4.174669, 4.840023], [-0.163624, -3.405506, 2.792167], [-4.086621, -3.274140, -0.433265], [-4.919196, -4.194634, -2.576247], [-3.406994, -4.334673, -4.474918], [-1.029109, -3.527127, -4.337955], [-0.247416, -2.655247, -2.131333], [-0.396007, 6.300524, 2.418635], [-1.759440, 5.338173, 1.794688], [-1.401216, 4.006596, 1.290574], [-0.257165, 3.515969, 1.398471], [-2.277738, 3.298816, 0.633242], [-2.228509, 5.829657, 0.975318], [-2.559979, 5.291735, 2.552665], [-0.680276, 6.413775, -3.246310], [-0.497526, 5.648984, -2.163657], [-1.303006, 6.076641, -1.219060], [0.801716, 5.729097, -1.817770], [-0.810423, 3.842024, -2.512325], [-0.254267, 3.324552, -1.216678], [-0.063346, 3.537442, -3.680240], [-2.333678, 3.533386, -2.312541], [-3.466508, 4.232324, -3.243428], [-3.095527, 5.547167, -3.668409], [-3.954855, 3.312344, -4.209879], [-4.855479, 4.341139, -1.980232], [-6.000582, 4.396376, -2.688186], [-4.911860, 3.326366, -1.099909], [-4.668366, 5.426710, -1.248813]], "forces_ev_per_a": [[-0.656, -0.100, 0.091], [0.001, 0.108, -0.047], [0.026, -0.121, 1.445], [0.056, 0.087, -0.523], [-0.019, -0.065, 0.134], [0.167, 0.692, 0.361], [-0.609, -0.448, -1.756], [0.254, -0.178, -0.233], [1.082, 0.451, 0.452], [-1.372, -0.246, 0.695], [-0.602, -0.525, -0.343], [1.038, -0.672, 1.269], [-0.219, 0.164, -0.486], [-0.356, 0.080, -1.323], [-0.237, 0.108, -0.109], [-0.071, 0.047, 0.243], [0.030, -0.331, -0.143], [-0.123, 0.066, 0.405], [0.446, -0.078, -0.149], [0.363, 0.001, -0.149], [0.032, 0.144, 0.317], [-0.448, 0.300, -0.281], [0.429, 0.188, -0.181], [0.665, -0.456, -0.038], [-0.070, -0.101, 0.635], [0.003, -0.312, -0.892], [0.345, -0.517, -0.893], [0.190, 0.570, 0.662], [0.418, -0.654, -0.224], [0.283, 0.152, -0.120], [0.187, 0.270, 0.393], [-0.075, 0.311, -0.323], [-0.752, -0.207, -0.446], [1.053, 0.997, 0.992], [-0.759, -0.815, -0.964], [-0.491, -0.222, -0.124], [-0.304, 0.240, -1.000], [0.205, 0.000, 0.589], [0.580, -0.120, -0.623], [-0.092, -0.158, -0.108], [-0.041, -0.583, -0.114], [-0.390, 0.540, 0.548], [0.463, 0.804, 0.506], [-0.590, -1.509, -1.133], [-0.067, 0.825, 0.542], [-0.619, 0.091, 0.041], [0.549, 0.024, -0.350], [0.340, -0.215, 0.874], [0.781, 0.335, -0.275], [0.820, -0.059, -0.346], [-1.225, 0.473, 0.318], [-0.109, 0.481, -0.278], [-0.012, 0.798, -0.832], [-0.159, 0.008, 0.210], [-0.118, 0.239, -0.302], [-0.509, 0.237, -0.338], [-0.183, -0.698, 0.604], [1.358, 0.959, -1.937], [0.169, -0.958, 1.236], [-0.729, 0.041, 0.717], [0.079, -0.179, -0.022], [-0.049, 0.669, -0.122], [0.460, 0.243, 1.643], [0.662, 0.053, -0.744], [-0.959, 0.303, 0.240], [0.108, 0.329, 0.172], [-0.357, 0.165, -0.063], [-0.074, 0.168, -0.495], [0.473, 0.401, 0.333], [-0.095, 0.019, 0.633], [-0.264, -0.454, -0.077], [-0.044, 0.092, -0.081], [-0.391, -0.204, -0.027], [-0.042, -0.538, 0.048], [-0.131, 0.138, -0.097], [0.355, -0.193, 0.126], [0.288, 0.117, 0.446], [0.144, 0.170, 0.276], [0.284, -0.328, 0.249], [0.186, 0.551, -0.214], [-0.228, -0.051, 0.371], [0.242, -0.058, -0.391], [-0.293, -0.702, 0.202], [0.293, 1.455, 0.795], [-1.256, -0.403, 0.105], [0.001, -0.109, 0.085], [0.796, -0.797, -0.006], [-0.018, -0.286, 0.671], [-0.170, 0.152, -0.037], [-0.542, 0.031, 0.198], [0.232, -0.134, 0.774], [-0.625, 0.239, -0.005], [0.221, -0.248, -0.486], [0.224, -0.094, 0.040], [-0.491, -0.555, -1.600], [-0.547, -0.105, 0.345], [0.689, -0.128, -0.358], [-0.392, -0.380, -0.225], [-0.545, 0.599, 1.092], [-0.276, -1.448, -0.823], [0.272, 0.090, -0.062], [1.054, 0.576, 0.799], [-0.171, 0.690, -0.727], [0.500, -0.237, -0.104], [0.407, -0.528, 0.588], [0.386, 0.274, -1.780], [0.147, 0.076, 0.703], [-0.608, 0.210, 0.334], [-1.063, 0.541, 1.149], [0.511, -0.208, 0.195], [-0.410, -0.245, -0.075], [0.649, 0.447, -0.716], [0.104, -0.582, -0.159], [-0.300, -0.067, 0.480], [-0.256, -0.523, -0.293], [0.046, -0.276, 0.034], [0.766, 0.131, 0.814], [-0.003, 0.020, -0.947], [-0.306, 0.629, -0.101]], "lowdin_charge": [0.90, 0.02, -0.27, -0.12, 0.07, -0.78, 0.16, 0.78, -0.19, 0.02, -0.01, -0.01, -0.09, 0.04, 0.08, 0.06, 0.12, 0.13, 0.11, 0.13, 0.12, 0.13, 0.09, -0.03, -0.42, -0.01, -0.09, 0.01, -0.04, -0.11, -0.25, 1.12, -0.38, -0.10, -0.04, -0.06, -0.05, -0.12, -0.38, -0.12, -0.06, -0.07, -0.06, -0.08, -0.19, 0.01, -0.19, -0.32, -0.08, -0.03, 0.00, -0.09, 1.12, -0.40, -0.11, -0.07, -0.10, -0.07, -0.09, -0.36, -0.08, -0.07, -0.08, -0.07, -0.13, 0.08, 0.08, 0.11, 0.09, 0.11, 0.08, 0.12, 0.12, 0.12, 0.08, 0.10, 0.10, 0.11, 0.10, 0.09, 0.11, 0.11, 0.13, 0.06, 0.11, 0.11, 0.10, 0.08, 0.11, 0.11, 0.10, 0.12, 0.08, 0.11, 0.08, 0.12, 0.08, 0.65, -0.46, -0.62, -0.09, -0.07, 0.07, 0.12, 0.15, -0.64, 0.17, 0.14, 0.67, -0.49, -0.20, -0.28, 0.62, -0.25, -0.27, -0.64, 0.14, 0.12, 0.14], "relative_energy_kj_mol": 0.0, "total_charge": 1, "lumo_ha": -0.156, "max_force_ev_per_a": 2.55, "energy_ha": -6555.7294, "gap_ev": 6.03}

***

(2)
{"formula": "C5H7N", "method": "ωB97M-V with the def2-TZVPD basis set", "symbols": ["N", "C", "C", "C", "C", "C", "H", "H", "H", "H", "H", "H", "H"], "coordinates": [[2.600230, -0.838474, 1.030363], [2.181885, 0.171808, 0.644844], [1.166079, 0.227472, -0.464915], [-0.174840, 0.575843, 0.100671], [-1.041119, -0.491754, 0.709144], [-1.405815, 0.117796, -0.615530], [1.131732, -0.785560, -0.898855], [1.551415, 0.901756, -1.219966], [-0.188591, 1.545747, 0.585999], [-1.635296, -0.225188, 1.578965], [-0.673874, -1.516494, 0.719609], [-1.276074, -0.495506, -1.504712], [-2.235728, 0.812559, -0.665612]], "forces_ev_per_a": [[1.190, 0.815, 1.429], [-0.348, -2.542, -0.722], [-0.189, 0.408, -0.358], [-0.082, 0.307, -0.059], [0.031, -0.063, 0.130], [-0.179, 0.101, -0.189], [0.068, 0.476, 0.114], [-0.396, 0.326, -0.239], [-0.224, -0.014, -0.063], [0.126, -0.027, -0.170], [0.004, 0.231, -0.051], [0.003, 0.132, 0.160], [-0.005, -0.150, 0.018]], "lowdin_charge": [0.16, -0.17, -0.19, -0.33, -0.11, -0.12, 0.12, 0.11, 0.14, 0.10, 0.11, 0.10, 0.10], "relative_energy_kj_mol": 219.0, "smiles": "N#CCC1CC1", "lumo_ha": 0.013, "max_force_ev_per_a": 2.67, "energy_ha": -249.3898, "gap_ev": 11.09}

***

(3)
{"formula": "C5H9NO2", "method": "ωB97M-V with the def2-TZVPD basis set", "symbols": ["H", "N", "C", "C", "C", "C", "C", "O", "O", "H", "H", "H", "H", "H", "H", "H", "H"], "coordinates": [[0.196971, 2.282625, -2.331497], [0.232727, 1.902831, -1.391110], [0.229052, 0.678857, -1.227021], [0.171083, -0.049723, 0.082573], [1.375608, -0.993525, 0.181548], [0.085735, 0.903909, 1.266027], [-1.097240, -0.888053, -0.180218], [-1.144092, -1.985124, -0.693717], [-2.152770, -0.397951, 0.516080], [-0.209573, -0.177503, -1.957381], [1.395585, -1.692450, -0.652075], [1.302592, -1.563685, 1.105203], [2.301702, -0.422563, 0.164286], [-0.067775, 0.336938, 2.181051], [1.001705, 1.486697, 1.327310], [-0.732446, 1.606143, 1.138101], [-2.888866, -1.027426, 0.470841]], "forces_ev_per_a": [[-0.311, -0.504, -0.134], [1.075, 1.664, 0.348], [-2.573, -3.145, -1.786], [0.206, 0.478, -0.234], [-0.228, -0.110, -0.113], [-0.215, -0.216, -0.096], [-0.333, -1.728, 2.589], [0.150, 1.157, -0.323], [0.025, 0.312, -0.406], [1.836, 2.137, -0.014], [-0.044, -0.036, -0.012], [0.137, -0.061, 0.056], [-0.002, 0.090, 0.141], [0.064, 0.072, 0.155], [0.101, -0.072, 0.040], [-0.055, 0.005, 0.031], [0.166, -0.042, -0.243]], "lowdin_charge": [0.06, 0.14, -0.23, -0.47, -0.02, -0.04, -0.49, 0.10, 0.11, 0.17, 0.08, 0.09, 0.09, 0.09, 0.09, 0.08, 0.13], "relative_energy_kj_mol": 113.4, "smiles": "[H]/N=C/C(C)(C)C(=O)O", "lumo_ha": 0.026, "max_force_ev_per_a": 4.44, "energy_ha": -401.1336, "gap_ev": 10.41}

***

(4)
{"formula": "CCl3F3Si", "method": "ωB97M-V with the def2-TZVPD basis set", "symbols": ["C", "F", "F", "F", "Si", "Cl", "Cl", "Cl"], "coordinates": [[-1.849577, -0.913064, -1.036115], [0.021954, 0.216749, 1.726992], [0.616890, 2.315219, 0.488765], [2.326410, 0.887003, 2.038875], [1.191465, 0.835048, 0.875251], [1.492311, -0.178633, -0.777261], [-1.460478, -2.524179, -0.704776], [-2.338974, -0.638144, -2.611731]], "forces_ev_per_a": [[0.180, 0.680, 0.973], [-0.236, -0.388, -0.261], [1.268, -1.565, 0.353], [-0.522, 0.189, -1.954], [-1.103, 2.119, 2.375], [0.609, -0.357, -0.513], [-0.051, -0.383, -0.307], [-0.145, -0.294, -0.666]], "lowdin_charge": [-1.07, -0.09, -0.13, -0.11, -0.18, 0.50, 0.53, 0.56], "relative_energy_kj_mol": 156.1, "lumo_ha": -0.040, "max_force_ev_per_a": 3.37, "energy_ha": -2007.9211, "gap_ev": 8.45}